ORCA calculation (ωB97M-V/def2-TZVPD) on a cluster of 9 separate species, C29H73N3O9 in total.

```
114
Properties=species:S:1:pos:R:3
C 6.59600 -24.30712 -10.63160
C 5.43433 -24.16257 -9.61269
C 5.98907 -23.59227 -8.28444
C 4.45612 -23.05195 -10.16839
C 3.58441 -23.57877 -11.33615
C 2.87351 -24.85131 -10.97731
C 3.75576 -25.99465 -10.36492
C 2.81530 -27.04116 -9.69414
C 4.37830 -26.69276 -11.56814
N 4.65855 -25.43338 -9.34681
O 5.44139 -26.34497 -8.71424
H 6.95247 -25.32938 -10.50512
H 6.41179 -24.25748 -11.70478
H 7.37408 -23.54723 -10.55912
H 6.32109 -22.55423 -8.26599
H 5.23985 -23.61105 -7.49297
H 6.75318 -24.24801 -7.86705
H 3.77493 -22.59433 -9.45100
H 5.00092 -22.30843 -10.75016
H 2.83558 -22.84876 -11.64344
H 4.19843 -23.70686 -12.22760
H 2.40035 -25.23561 -11.88093
H 2.05030 -24.65519 -10.29032
H 3.43580 -27.91451 -9.49327
H 2.05202 -27.38265 -10.39335
H 2.28138 -26.75897 -8.78673
H 5.08786 -27.45974 -11.25770
H 4.97206 -25.92366 -12.06213
H 3.70958 -27.00508 -12.37023
H 5.29023 -26.20468 -7.77665
C 10.66166 -24.67244 -4.81438
C 10.52562 -25.59524 -6.03427
C 9.94620 -24.68738 -7.19961
C 12.00931 -26.06740 -6.45525
C 12.02684 -27.21158 -7.51289
C 11.29963 -28.42971 -6.95258
C 9.81519 -28.06750 -6.58082
C 8.92788 -28.05951 -7.85326
C 9.40987 -29.25422 -5.58393
N 9.70862 -26.84300 -5.75495
O 8.52909 -26.56254 -5.25013
H 10.79107 -25.22622 -3.88448
H 11.38600 -23.86415 -4.91487
H 9.71991 -24.17421 -4.58418
H 10.65196 -23.88646 -7.41987
H 9.76471 -25.24678 -8.11734
H 9.00436 -24.15157 -7.08154
H 12.63786 -25.37469 -7.01487
H 12.59369 -26.42295 -5.60661
H 11.45545 -26.91142 -8.39125
H 13.03167 -27.52958 -7.79091
H 11.88746 -28.84689 -6.13495
H 11.23115 -29.20545 -7.71523
H 9.17944 -27.34010 -8.63252
H 7.86894 -27.83517 -7.72519
H 8.94353 -29.02668 -8.35569
H 8.34298 -29.43260 -5.71824
H 9.74941 -28.98203 -4.58457
H 9.74901 -30.22284 -5.95114
H 8.20109 -26.01383 -5.96633
C 6.14099 -30.89706 -6.69160
C 4.72172 -30.93630 -6.04591
C 4.75699 -29.93893 -4.85372
C 3.76770 -30.26963 -7.09406
C 3.38773 -31.11136 -8.28898
C 2.88808 -32.49121 -7.86266
C 3.66684 -33.22881 -6.73595
C 2.76819 -34.20681 -6.07225
C 4.93595 -33.99244 -7.38048
N 4.15060 -32.25813 -5.65624
O 4.83994 -32.81692 -4.67856
H 6.52543 -29.88109 -6.78168
H 6.90789 -31.42997 -6.12949
H 6.25924 -31.37507 -7.66403
H 5.33835 -30.30214 -4.00625
H 5.29921 -29.04621 -5.16542
H 3.78829 -29.67720 -4.42801
H 2.82844 -30.03390 -6.59374
H 4.27856 -29.36403 -7.42120
H 2.71635 -30.51997 -8.91156
H 4.23360 -31.33715 -8.93830
H 2.96730 -33.12624 -8.74500
H 1.83094 -32.43037 -7.60409
H 2.19251 -34.68369 -6.86553
H 2.08603 -33.65182 -5.42826
H 3.26584 -34.96445 -5.46694
H 5.43029 -33.30374 -8.06562
H 4.57613 -34.79223 -8.02776
H 5.60962 -34.48081 -6.67637
H 4.16459 -33.19076 -4.10781
C 2.64215 -25.96718 -2.34578
O 3.93195 -25.47530 -2.58706
H 2.50434 -26.49304 -1.40101
H 1.93048 -25.15535 -2.19558
H 2.38863 -26.72790 -3.08411
H 4.14949 -24.99261 -1.78626
C 6.24751 -23.13586 -4.35595
O 4.95352 -23.04023 -4.66969
H 6.56583 -22.52613 -3.51037
H 6.39615 -24.17232 -4.05306
H 6.87705 -23.12755 -5.24573
H 4.39702 -23.19697 -3.90331
O 5.63675 -25.94638 -5.57442
H 5.57028 -26.60024 -4.87852
H 5.20644 -25.17002 -5.21617
O 5.67271 -27.55970 -3.00934
H 5.02216 -26.85848 -2.97327
H 5.23857 -28.31086 -2.60496
O 8.35277 -26.36470 -2.46402
H 7.43458 -26.60820 -2.58184
H 8.68234 -26.23380 -3.35311
O 2.90418 -24.61713 -7.12396
H 3.27697 -23.99596 -6.49833
H 3.60585 -24.77085 -7.75661
```

2S+1: 1
Kohn-Sham gap (eV): 7.828
Total charge: 0
Electronic energy (Ha): -1989.922383
Structure (SMILES): CC1(C)CCCC(C)(C)N1O.CC1(C)CCCC(C)(C)N1O.CC1(C)CCCC(C)(C)N1O.CO.CO.O.O.O.O
E_LUMO (eV): 0.043
Relative energy (zero: lowest compared OMol25 entry of this formula, charge and spin) (kJ/mol): 286.70